No. 1
Molecular formula: C37H54FeN3OP2
Method: DFT, ωB97M-V with the def2-TZVPD basis set

Structure (XYZ):
```
98
Properties=species:S:1:pos:R:3:lowdin_spin:R:1
Fe 0.0584 -0.1886 -0.1309 3.29
P -2.1133 -1.2084 0.2484 0.12
P 2.1361 0.5506 -0.9355 0.08
O -1.4953 1.8779 -1.5733 -0.02
N 0.1598 -1.2963 -1.8361 0.05
N -0.0563 1.3988 2.3460 0.03
N 0.6072 -1.6637 0.9652 0.19
C -0.9558 3.5305 1.6592 0.00
C 0.5858 3.3737 3.5525 0.00
C 2.6374 2.3894 -0.9213 0.01
C 0.0918 -2.7774 0.6038 0.06
C 3.5981 -0.5960 -0.5046 0.02
C -0.5983 -3.3039 -2.8554 0.01
C -0.3271 5.5209 2.8885 0.00
C 3.7637 2.6947 -1.9267 0.00
C -2.7031 -1.8549 1.9598 0.03
C -4.5624 -2.2657 -0.7480 0.01
C -3.6180 -1.0483 -0.8893 0.02
C 0.3121 -5.2741 0.2624 0.01
C -1.1199 -2.7095 -0.4003 0.02
C 1.4651 -6.6103 1.9270 0.01
C -2.7451 -3.3950 2.0272 0.01
C -1.7250 -1.3802 3.0463 0.00
C 0.9577 -1.0295 -2.8830 0.00
C -4.0854 -1.2843 2.3049 0.00
C 3.0651 2.7650 0.5046 0.00
C 0.5981 -4.1162 1.0107 0.01
C 3.2245 -2.0709 -0.7375 0.00
C -0.8898 1.1257 -0.8883 0.00
C 0.9004 -1.8238 -4.0299 0.01
C 0.5025 4.7534 3.7169 0.00
C 1.8310 -5.4474 2.6183 0.00
C -3.1705 -0.9483 -2.3559 0.00
C -0.1496 2.7444 2.5165 0.00
C -1.0461 4.9087 1.8569 0.00
C 1.8693 0.1642 -2.7289 0.00
C -4.3263 0.2771 -0.5175 0.00
C 3.9167 -0.4621 0.9922 0.00
C 0.7275 -6.5173 0.7391 0.00
C 1.4201 -4.1981 2.1480 0.01
C 1.4154 3.2435 -1.2918 0.00
C -0.5202 -2.4568 -1.7581 0.00
C 0.1106 -2.9743 -4.0162 -0.01
C 4.8568 -0.3401 -1.3557 0.01
H -2.6309 -1.8444 -2.6860 0.00
H -0.1974 -5.1912 -0.7019 0.00
H 0.0454 -3.6188 -4.8927 0.00
H -4.3203 -1.5556 3.3458 0.00
H -1.6947 5.5022 1.2137 0.00
H 1.3968 1.0430 -3.1946 0.00
H -3.0435 -3.6843 3.0478 0.00
H 0.4261 0.8222 3.0252 0.00
H -4.9981 0.1708 0.3428 0.00
H 1.7275 -3.2651 2.6317 0.00
H -4.0772 -0.8588 -2.9752 0.00
H 2.3217 2.4404 1.2465 0.00
H 3.0440 -0.7403 1.6027 0.00
H 0.4807 -7.4145 0.1743 0.00
H -0.6963 -1.7145 2.8626 0.00
H -4.0964 -0.1898 2.2420 0.00
H -3.4692 -3.8506 1.3426 0.00
H -4.9386 0.6002 -1.3746 0.00
H 4.6561 -0.4454 -2.4309 0.00
H 1.0755 5.2225 4.5139 0.00
H 1.7344 4.2969 -1.3104 0.00
H -1.7335 -0.2900 3.1644 0.00
H 2.4407 -5.5063 3.5197 0.00
H 4.7357 -1.1601 1.2314 0.00
H 1.7722 -7.5865 2.3008 0.00
H 4.7491 2.3764 -1.5660 0.00
H 3.5777 2.2565 -2.9186 0.00
H -1.2280 -4.1893 -2.7805 0.00
H -1.7607 -3.8422 1.8427 0.00
H -3.6084 1.0875 -0.3175 0.00
H 1.0153 3.0071 -2.2850 0.00
H -1.5126 3.0487 0.8504 0.00
H 4.2494 0.5423 1.2754 0.00
H 4.0472 2.3573 0.7737 0.00
H 2.8573 -2.2718 -1.7578 0.00
H 1.2270 2.7613 4.1927 0.00
H -4.8886 -1.6942 1.6832 0.00
H 1.4745 -1.5126 -4.8995 0.00
H 3.1437 3.8604 0.5790 0.00
H 2.8125 -0.0248 -3.2620 0.00
H -2.5547 -0.0609 -2.5345 0.00
H -2.0387 -1.8175 4.0069 0.00
H 5.3279 0.6284 -1.1592 0.00
H 4.1302 -2.6852 -0.5720 0.00
H 3.8155 3.7880 -2.0583 0.00
H -1.7522 -3.6006 -0.4011 0.00
H -4.1352 -3.0995 -0.1794 0.00
H -4.7958 -2.6642 -1.7465 0.00
H 5.5941 -1.1142 -1.0857 0.00
H -0.5326 0.9149 1.5622 0.01
H -0.4222 6.5922 3.0599 0.00
H 0.6134 3.1686 -0.5479 0.00
H -5.5198 -1.9771 -0.2926 0.00
H 2.4674 -2.4037 -0.0095 0.00
```

HOMO-LUMO gap (alpha / beta)	6.94 / 5.90	eV
E_LUMO (alpha / beta)	-2.7 / -4.0	eV
net charge	+1
E_HOMO (alpha / beta)	-9.63 / -9.94	eV
2S+1	5



No. 2
Molecular formula: C37H55F6FeP2SbSi
Method: DFT, ωB97M-V with the def2-TZVPD basis set

Structure (XYZ):
```
103
Properties=species:S:1:pos:R:3:lowdin_spin:R:1
Sb 3.9034 -1.1686 3.0461 0.00
Fe 0.6907 -0.5029 0.8761 3.71
P -1.5087 0.1670 1.8214 0.03
P 1.4729 0.1062 -1.3795 0.05
Si 0.7144 2.1997 1.1220 -0.03
F 4.5303 -1.3064 1.2784 0.00
F 5.4745 -1.5673 3.9277 0.00
F 3.2155 -2.9020 2.8927 0.00
F 4.1405 0.6958 2.9116 0.00
F 2.8150 -0.8683 4.5411 0.00
F 2.1178 -0.6880 2.0281 0.12
C 2.6457 -1.2753 -1.7218 0.01
C -3.9302 1.3969 4.1918 0.00
C -2.2712 -1.3569 1.0874 0.00
C -1.0223 2.5066 0.5339 0.00
C -1.7965 -0.4167 -3.8665 0.00
C 4.2945 3.0492 -1.6914 0.00
C -0.1165 0.9766 -5.1223 0.00
C 3.0224 -1.5292 -3.1886 0.00
C 3.5143 1.9311 -1.9567 0.00
C -1.3319 3.6428 -0.2128 0.00
C -1.6359 2.1430 4.8093 0.00
C 3.1303 -3.6973 -1.1796 0.00
C -1.6872 -3.7766 0.5893 0.01
C -1.9041 -0.0861 3.6090 0.01
C 2.4379 1.6165 -1.1364 0.01
C -3.6762 3.1107 -0.0527 0.00
C 4.0360 -2.6702 -3.2836 0.00
C 2.1436 2.4193 -0.0267 0.00
C -3.2147 -2.5119 -0.9624 0.00
C -2.6573 3.9392 -0.5041 0.00
C 1.1695 2.7361 2.8168 0.00
C 2.9587 3.5250 0.2451 0.00
C -3.4185 -0.0165 3.9136 0.00
C -3.3824 1.9727 0.6862 0.00
C 4.0180 3.8442 -0.5913 0.00
C -3.0974 -1.1806 -0.1933 0.00
C -1.5761 0.8586 -4.6990 0.00
C -1.1342 -2.3606 0.8462 0.03
C -0.5269 -0.8161 -3.0986 0.00
C -1.0923 0.7290 4.6178 0.00
C 2.1198 -2.5585 -1.0572 0.01
C -3.0938 2.1021 5.2509 0.00
C 3.5028 -3.9428 -2.6371 0.00
C 0.7848 1.2017 -3.8986 0.00
C 0.2286 0.4443 -2.6713 0.01
C -2.0578 1.6705 0.9812 0.01
C -3.0931 -3.7085 -0.0233 0.00
H -2.6573 -0.4076 -0.8305 0.00
H 5.1321 3.2835 -2.3336 0.00
H -1.1661 0.2017 5.5728 0.00
H 2.1698 2.3862 3.0775 0.00
H 0.4666 2.4549 3.5929 0.00
H 2.7873 4.1409 1.1165 0.00
H 2.7187 -4.5996 -0.7264 0.00
H 3.5442 -0.9631 -1.1709 0.00
H -4.9744 1.3369 4.5013 0.00
H -3.8452 -3.6330 0.7658 0.00
H -0.0296 0.7116 4.3602 0.00
H -1.0047 -4.3106 -0.0735 0.00
H -4.0105 -0.4817 3.1201 0.00
H 0.1823 0.0648 -5.6447 0.00
H -2.8956 4.8173 -1.0880 0.00
H -0.5470 4.2972 -0.5709 0.00
H 4.0228 -3.4352 -0.6044 0.00
H -3.5794 -0.6298 4.8041 0.00
H -0.4793 1.1037 -2.1468 0.00
H -3.9113 1.9944 3.2793 0.00
H -4.1847 1.3282 1.0199 0.00
H -4.1609 -2.5348 -1.5018 0.00
H 0.1220 -1.4243 -3.7321 0.00
H 2.6248 -4.2946 -3.1888 0.00
H 4.6388 4.6999 -0.3668 0.00
H -4.7052 3.3466 -0.2856 0.00
H -3.4699 3.1119 5.4158 0.00
H 0.8387 2.2652 -3.6595 0.00
H -1.5851 -1.1357 3.6897 0.00
H -4.0921 -0.8236 0.0766 0.00
H -0.4292 -2.4078 1.6961 0.01
H -3.3043 -4.6358 -0.5534 0.00
H 4.2480 -4.7356 -2.6983 0.00
H 1.1672 -2.8524 -1.5172 0.00
H 4.9656 -2.3694 -2.7911 0.00
H -2.0947 -1.2434 -4.5123 0.00
H -2.9117 -1.7615 1.8743 0.00
H 2.1267 -1.7910 -3.7610 0.00
H -2.4324 -2.5837 -1.7232 0.00
H -1.0235 2.6752 5.5386 0.00
H 1.9356 -2.3824 0.0159 0.00
H -2.2307 0.8523 -5.5690 0.00
H -1.7081 -4.3287 1.5290 0.00
H 0.0243 1.7935 -5.8291 0.00
H -3.1756 1.5736 6.2046 0.00
H 3.4388 -0.6326 -3.6465 0.00
H 1.1723 3.8327 2.7771 0.00
H -1.8523 1.7424 -4.1161 0.00
H 4.2783 -2.8460 -4.3321 0.00
H -0.5833 -2.0453 -0.0659 0.01
H -2.6191 -0.2578 -3.1645 0.00
H 1.7994 0.8818 -4.1309 0.00
H -0.7811 -1.4370 -2.2366 0.00
H 3.7656 1.3012 -2.7969 0.00
H -1.5823 2.7093 3.8709 0.00
```

HOMO-LUMO gap (alpha / beta)	7.60 / 7.86	eV
E_LUMO (alpha / beta)	-7.4 / -7.3	eV
net charge	+2
E_HOMO (alpha / beta)	-14.98 / -15.11	eV
2S+1	5



No. 3
Molecular formula: C37H55FN10O2
Method: DFT, ωB97M-V with the def2-TZVPD basis set

Structure (XYZ):
```
105
Properties=species:S:1:pos:R:3:lowdin_charge:R:1
F -2.1749 -2.9230 -1.5537 0.11
O -1.4732 -0.2896 -1.0029 0.15
O 2.4406 -3.1226 -1.3768 0.09
N 0.1295 -5.5186 -5.0117 0.12
N -4.6544 5.0566 -6.2558 0.12
N -0.8287 -3.6880 7.7015 0.14
N 3.9895 -3.7692 1.8933 0.15
N 3.4219 1.1195 0.7144 0.13
N 8.4000 -0.4520 2.4787 0.14
N 0.4074 -0.8521 5.1135 0.16
N 4.1199 -6.2097 -5.3538 0.14
N -6.0933 -6.7156 -3.5792 0.13
N -6.1539 -0.2117 -7.6848 0.14
C -0.9468 7.8727 -1.8399 -0.11
C -0.8101 -1.1980 -0.5665 -0.26
C -5.5314 -0.8631 -6.9733 -0.27
C 3.4100 -3.4862 2.8441 -0.29
C 3.8211 -6.7854 -4.4067 -0.28
C 1.4042 -2.7850 -0.8523 -0.38
C 0.9483 -4.7229 -4.8799 -0.30
C -0.1760 -0.5663 6.0601 -0.26
C -4.9260 4.1780 -6.9430 -0.29
C -1.0854 3.0068 3.1040 -0.19
C 0.2684 -1.0610 0.4702 -0.10
C -5.3908 -5.8155 -3.4644 -0.28
C -0.2931 6.3121 1.2237 -0.21
C -1.3878 -3.8838 6.7177 -0.29
C 1.9663 -3.7051 -4.6636 -0.06
C 3.4339 -7.4975 -3.1963 -0.06
C -1.0055 0.9168 1.5688 -0.18
C 9.0868 0.4681 2.4806 -0.26
C 9.9600 1.6352 2.4835 -0.06
C -0.4699 5.9410 -0.2603 -0.22
C -2.0877 -4.1195 5.4607 -0.06
C -4.5017 -4.6691 -3.3194 -0.07
C 1.3460 -1.8336 0.2796 0.05
C -0.9214 -0.2006 7.2555 -0.06
C 4.3057 0.4170 0.9294 -0.27
C 0.1403 -0.1074 1.6413 -0.13
C 0.1306 6.9613 -1.2416 -0.27
C 5.4398 -0.4606 1.1996 -0.07
C -4.7430 -1.6930 -6.0710 -0.07
C -0.9574 -2.5699 -1.1592 -0.19
C -2.3606 4.8626 1.8843 -0.21
C -1.3637 1.4949 2.9585 -0.18
C -5.2671 3.0595 -7.8149 -0.08
C -1.5450 6.1563 2.1008 -0.20
C 0.1126 -3.3303 -1.3266 0.08
C -2.3458 3.9063 3.0924 -0.20
C 2.6749 -3.1279 4.0505 -0.07
H -0.5052 3.2013 4.0090 0.10
H -1.7848 -3.3725 4.7282 0.07
H 2.2896 -2.1125 3.9711 0.04
H 0.5402 5.7733 1.6784 0.10
H -4.3855 -1.0938 -5.2352 0.09
H -4.9761 -3.7799 -3.7282 0.06
H -1.2195 6.1586 3.1456 0.10
H -0.0042 7.3681 1.2601 0.10
H 10.8437 1.4345 1.8814 0.08
H 0.9258 7.5412 -0.7727 0.10
H -2.4231 4.4794 4.0157 0.10
H 3.3311 -3.1921 4.9163 0.09
H 2.8069 -6.8561 -2.5794 0.08
H 2.8769 -8.3942 -3.4602 0.08
H 9.4322 2.4916 2.0686 0.08
H 4.3219 -7.7767 -2.6329 0.08
H -1.7324 7.2415 -2.2589 0.07
H 2.0128 -3.4685 -3.6019 0.05
H 10.2659 1.8633 3.5024 0.08
H -6.2648 3.1988 -8.2250 0.08
H -5.2482 2.1288 -7.2555 0.04
H 2.2112 -1.7855 0.9283 0.10
H -2.0054 4.2947 1.0237 0.09
H -1.5247 5.7798 -0.4888 0.10
H -3.8890 -2.1082 -6.6028 0.09
H 0.0739 -4.3004 -1.8062 0.13
H 0.0119 4.9750 -0.4359 0.11
H -2.4213 1.3029 3.1449 0.10
H 6.2623 0.1160 1.6045 0.03
H -3.2218 3.2636 2.9808 0.10
H -0.2750 -0.2758 8.1273 0.09
H -0.5634 8.4989 -2.6439 0.07
H -5.3581 -2.5071 -5.6935 0.07
H -3.3954 5.1308 1.6576 0.10
H 1.0740 0.4383 1.7681 0.10
H -0.4357 3.3056 2.2779 0.10
H -3.5682 -4.8538 -3.8489 0.08
H -1.7640 -0.8761 7.3843 0.07
H 0.5711 6.4048 -2.0727 0.10
H -4.2841 -4.4989 -2.2672 0.07
H -0.7925 0.9637 3.7191 0.06
H -3.1625 -4.0531 5.6176 0.08
H -1.8438 -5.1107 5.0836 0.08
H -0.7161 1.7192 0.8897 0.11
H 2.9367 -4.0760 -4.9863 0.05
H -4.5518 2.9976 -8.6326 0.08
H -1.4019 8.4876 -1.0606 0.07
H 5.1598 -1.2311 1.9142 0.06
H -1.2864 0.8213 7.1662 0.09
H -0.0249 -0.7196 2.5317 0.09
H 1.7171 -2.8071 -5.2267 0.09
H -2.1973 7.0251 1.9990 0.10
H 1.8380 -3.8098 4.1882 0.08
H -1.8980 0.4647 1.1469 0.10
H 5.7590 -0.9409 0.2768 0.09
```

HOMO-LUMO gap	9.01	eV
E_LUMO	-1.2	eV
net charge	0
E_HOMO	-10.20	eV
2S+1	1



No. 4
Molecular formula: C37H55O7ReSe
Method: DFT, ωB97M-V with the def2-TZVPD basis set

Structure (XYZ):
```
101
Properties=species:S:1:pos:R:3:lowdin_spin:R:1
Re -0.6849 0.6901 -0.3375 2.61
Se 1.5175 -0.4947 -0.9590 0.02
O -0.4716 -2.0270 0.7997 0.05
O -3.1794 -2.3271 1.4343 0.00
O -2.9518 -4.5514 1.3126 0.00
O -1.0179 1.9230 3.2256 0.01
O 0.8135 2.0826 0.4505 0.13
O -1.7797 1.8257 1.0625 0.05
O -0.5968 0.1936 1.7903 0.04
C 4.9188 -5.0402 1.8414 0.00
C 1.8937 -1.6570 0.5275 0.01
C 2.7192 -2.7168 0.1864 0.00
C 3.3220 5.6519 0.9677 0.00
C 2.8469 3.2984 0.1523 0.01
C 1.3807 -2.0847 5.0339 0.00
C 0.6390 -0.3422 2.2787 0.01
C 2.1529 -3.7660 2.2201 0.00
C 4.5489 -4.8082 -0.5979 0.00
C 2.6053 1.0596 -0.6973 0.01
C 6.9209 1.0617 -0.9689 0.00
C -2.6746 0.2677 -2.6715 0.01
C 6.8455 3.5147 -1.3264 0.00
C 2.2991 4.5160 0.8971 0.00
C 1.2458 -2.7995 2.5837 0.00
C 0.5867 -4.3436 4.4988 0.00
C 1.9370 4.1319 2.3399 0.00
C 0.5886 -2.8945 3.9809 0.00
C 4.6943 2.1964 -1.0463 0.00
C -1.1487 1.4548 2.1350 0.01
C -1.3122 0.6720 -2.1337 -0.06
C 3.0612 -6.2834 0.7300 0.00
C -0.8932 -2.4609 3.9910 0.00
C 3.8905 1.0766 -1.2079 0.00
C 3.8418 -4.9620 0.7494 0.00
C -2.6153 -1.2203 -3.0350 -0.01
C -2.4687 -3.2745 1.2507 0.00
C -3.7633 0.4787 -1.6200 0.02
C 4.1346 3.2804 -0.3668 0.00
C 1.0532 5.0525 0.1762 0.00
C 6.1149 2.2009 -1.6065 0.00
C -1.0135 -3.2831 0.8490 0.00
C 2.8939 -3.8041 1.0252 0.00
C 2.0361 2.1475 -0.0202 0.01
C 0.9184 -1.7234 1.6184 0.00
C -2.9997 1.0834 -3.9278 0.00
C 6.0711 1.9927 -3.1258 0.00
H -1.8530 -1.4108 -3.7928 0.00
H -3.8498 1.5330 -1.3543 0.00
H 2.8807 6.4906 1.5086 0.00
H 1.1482 3.3867 2.3716 0.00
H 3.7252 -7.1273 0.5276 0.00
H 5.5918 -5.8833 1.6637 0.00
H 5.1464 -3.8955 -0.6329 0.00
H -0.4796 -3.9457 1.5493 0.00
H 1.3013 5.3421 -0.8477 0.00
H 6.4582 0.0928 -1.1540 0.00
H -1.5344 -3.2925 3.6926 0.00
H -3.0255 2.1500 -3.7011 0.00
H -3.9733 0.8019 -4.3378 0.00
H 2.8134 3.7371 2.8602 0.00
H 4.7405 4.1627 -0.2311 0.00
H -3.5418 -0.0795 -0.7069 0.02
H 1.5941 5.0168 2.8813 0.00
H 6.9316 3.7057 -0.2560 0.00
H 0.1757 -5.0315 3.7582 0.00
H -3.5793 -1.5512 -3.4284 0.00
H 2.2876 -6.2568 -0.0382 0.00
H 3.2581 -2.6552 -0.7509 0.00
H 3.6080 6.0101 -0.0235 0.00
H 1.5812 -4.6924 4.7799 0.00
H 7.0802 2.0143 -3.5440 0.00
H -1.1867 -2.1878 5.0079 0.00
H 5.2194 -5.6541 -0.7632 0.00
H 2.3332 -4.5673 2.9249 0.00
H 1.1452 -2.4512 6.0362 0.00
H 5.4808 2.7751 -3.6048 0.00
H 6.9863 1.1948 0.1119 0.00
H 0.2655 4.3047 0.1477 0.00
H 2.5696 -6.4644 1.6867 0.00
H 0.5799 -0.4035 3.3566 0.00
H 5.5097 -4.1236 1.8586 0.00
H 7.8545 3.4658 -1.7404 0.00
H 5.6211 1.0340 -3.3822 0.00
H 1.4336 0.3567 2.0051 0.00
H -3.8912 -4.4548 1.5305 0.00
H -1.1314 -1.6245 3.3417 0.00
H -2.2468 0.9204 -4.7006 0.00
H -0.5954 0.8725 -2.9480 0.02
H 4.2271 5.3534 1.4999 0.00
H 6.3370 4.3650 -1.7831 0.00
H 0.6780 5.9362 0.6976 0.00
H -4.7320 0.1360 -1.9951 0.00
H 4.2582 0.1999 -1.7276 0.00
H 1.1456 -1.0226 5.0261 0.00
H -0.9729 -3.7917 -0.1298 0.00
H 4.4767 -5.1683 2.8297 0.00
H 2.4535 -2.1943 4.8696 0.00
H -0.0360 -4.3925 5.3950 0.00
H 7.9345 1.0347 -1.3760 0.00
H -2.3737 -1.8159 -2.1542 0.00
H 3.8354 -4.7779 -1.4230 0.00
```

HOMO-LUMO gap (alpha / beta)	6.18 / 6.22	eV
E_LUMO (alpha / beta)	2.4 / 2.4	eV
net charge	-1
E_HOMO (alpha / beta)	-3.80 / -3.86	eV
2S+1	4



no.,total energy (hartree),strongest force on any atom (hartree/bohr)
1,-3627.97772,0.155
2,-4517.88462,0.006
3,-2240.60735,0.017
4,-4449.26101,0.014